121
Properties=species:S:1:pos:R:3:forces:R:3:mulliken_charge:R:1 method="wB97M-V/def2-TZVPD" homo_energy_ev=-11.2 e_lumo_ha=-0.099 total_charge=+1 homo_lumo_gap_ev=8.50 fmax_ha_per_bohr=0.0605
Pb 0.98747 3.24989 -0.47849 -1.3 -2.8 -0.1 1.779
C 0.39754 -1.03076 0.36029 -0.5 -0.2 0.1 -0.541
C -0.59052 0.07480 0.72371 0.8 0.3 0.0 1.269
O -0.13087 1.34133 0.35502 0.8 2.3 -0.8 -0.858
H 1.42741 -0.76094 0.59953 -0.1 0.2 0.1 0.381
H 0.32879 -1.25053 -0.70721 0.1 -0.1 0.0 -0.107
H 0.14413 -1.92787 0.93322 0.0 -0.2 -0.2 -0.144
H -0.76138 0.06785 1.80884 0.0 -0.1 0.0 -0.109
H -1.55522 -0.12702 0.24344 0.1 -0.1 0.1 -0.818
C 2.06424 3.38943 -5.31102 0.6 0.1 -0.6 -0.267
C 2.77180 2.05448 -5.44668 -0.3 -0.7 0.9 0.073
O 3.85809 2.00148 -4.48074 0.4 0.4 -0.3 -0.320
P 3.72562 1.56357 -2.98101 0.6 -0.4 -0.6 -0.579
O 2.61395 2.14377 -2.18969 -0.4 0.5 0.3 0.747
O 3.63984 -0.00205 -3.08339 0.9 0.0 -0.1 -0.379
C 3.08254 -0.78116 -1.98319 -1.2 1.4 -0.1 0.245
C 3.19756 -2.26034 -2.23276 0.1 0.7 -0.9 -1.222
O 5.16516 1.92703 -2.45587 -0.2 -0.7 0.7 -0.336
C 5.55938 3.29847 -2.26528 0.2 0.3 -0.5 -0.061
C 6.97048 3.53589 -2.77974 -1.0 0.7 0.1 -1.224
H 1.03625 3.28831 -4.98549 0.1 0.2 0.3 -0.353
H 2.71833 3.97085 -4.66169 -0.6 0.2 0.4 0.222
H 2.10422 3.93278 -6.25675 -0.3 -0.1 -0.1 0.442
H 2.17984 1.17807 -5.17171 -0.5 0.2 -0.5 -0.087
H 3.16392 1.90281 -6.44813 0.4 -0.1 0.2 0.345
H 3.47400 -0.36658 -1.05226 0.3 -0.5 0.1 0.508
H 2.04504 -0.43561 -2.03883 -0.2 -0.6 0.6 -0.114
H 2.69736 -2.79655 -1.43060 0.3 -0.2 0.1 0.209
H 2.66343 -2.46452 -3.16358 -0.1 -0.1 0.1 0.302
H 4.22631 -2.54709 -2.44514 0.1 -0.2 0.6 0.414
H 4.85229 3.88943 -2.85381 0.2 0.3 0.0 0.176
H 5.49968 3.65971 -1.23642 -0.3 -0.7 0.2 0.317
H 7.02145 3.16541 -3.80047 0.4 0.2 0.0 0.309
H 6.99902 4.62941 -2.73101 0.5 0.0 -0.5 0.361
H 7.79102 3.19510 -2.15477 -0.2 -0.5 0.0 0.318
C -1.56647 3.99454 -6.53370 1.4 0.8 0.7 -1.242
C -2.19166 3.23089 -5.39444 -1.5 0.4 -1.5 -0.146
O -1.24096 2.28136 -4.92605 0.1 -0.5 0.9 -0.240
P -1.10963 1.85003 -3.40358 -1.4 -0.7 -0.6 -0.040
O -0.48714 2.85440 -2.53094 0.9 0.4 0.5 -0.130
O -2.59961 1.51394 -3.00252 0.0 0.6 -0.5 -0.384
C -3.14609 1.72426 -1.69553 0.2 -1.0 1.0 0.743
C -3.61535 0.38068 -1.16337 0.1 0.2 0.0 -1.060
O -0.39661 0.45115 -3.46984 0.0 0.4 0.5 0.315
C -1.02253 -0.67322 -4.12648 -0.1 -0.1 -2.0 -0.324
C -0.04436 -1.83594 -4.18562 -0.4 0.7 0.2 -0.837
H -0.60251 4.41457 -6.22505 0.0 -0.1 0.2 0.246
H -1.31230 3.33010 -7.35678 -0.5 0.1 -0.2 0.317
H -2.11552 4.89711 -6.79775 -0.5 -0.4 -0.4 0.414
H -2.70440 3.85996 -4.66209 0.9 0.1 0.6 0.344
H -3.06395 2.74789 -5.85225 0.3 -0.8 0.3 0.263
H -2.37031 2.06611 -1.00625 0.1 0.3 -0.3 -0.512
H -3.98248 2.42071 -1.72801 0.2 0.2 -0.3 0.383
H -3.85058 0.50124 -0.10393 -0.4 -0.1 -0.1 0.287
H -4.46022 0.01114 -1.74246 -0.1 -0.1 0.2 0.454
H -2.80876 -0.35289 -1.18160 0.0 0.0 -0.3 -0.063
H -2.04643 -0.90102 -3.82617 0.3 0.1 1.1 0.359
H -1.21172 -0.39144 -5.16918 0.3 0.4 0.0 0.315
H -0.18883 -2.29880 -5.15952 0.1 -0.5 0.2 0.463
H 0.95176 -1.39371 -4.18044 0.1 -0.2 0.1 -0.109
H -0.18361 -2.51863 -3.35060 0.2 -0.2 -0.1 0.270
C -2.81100 3.30807 1.64948 -0.9 -1.5 0.3 -0.488
O -3.27051 4.16825 0.58668 1.3 0.3 0.9 -0.339
C -2.30999 4.76523 -0.11040 -2.0 -1.0 -0.6 0.780
O -1.14492 4.42844 -0.11881 0.5 0.9 0.1 -0.544
O -2.92839 5.61360 -0.90552 0.0 0.5 -0.2 -0.344
C -2.14403 6.24392 -1.92254 1.4 -0.7 0.3 -0.447
H -2.83860 3.76611 2.63567 0.1 0.5 -0.2 0.409
H -1.86632 2.78988 1.48595 0.2 0.5 -0.4 0.100
H -3.55947 2.51347 1.65621 -0.1 0.1 0.2 0.181
H -1.22812 6.56366 -1.42271 0.0 0.5 -0.4 0.320
H -2.66376 7.05676 -2.41246 -0.4 0.0 0.4 0.264
H -1.84569 5.47990 -2.64463 -0.1 0.1 -0.1 0.019
C -3.50048 -0.66744 3.27283 -0.2 0.4 0.1 -0.088
O -2.97493 -1.60602 4.19859 1.1 -0.8 0.2 -0.107
C -3.69759 -2.59296 4.72418 -1.1 0.7 -0.1 0.821
O -3.29795 -3.39328 5.51775 0.6 -0.2 -0.1 -0.585
O -4.96478 -2.48291 4.32581 -0.3 -0.3 -0.7 -0.347
C -5.89237 -3.47373 4.75263 -0.4 0.4 1.7 -0.806
H -3.87809 0.15139 3.88733 -0.2 0.2 -0.4 0.508
H -4.25710 -1.05948 2.59903 -0.1 -0.2 0.3 0.341
H -2.66954 -0.33235 2.65385 0.1 0.0 0.2 -0.469
H -6.17003 -3.23711 5.78635 0.0 0.1 0.0 0.327
H -5.49494 -4.48176 4.83623 0.2 0.0 -0.8 0.305
H -6.80479 -3.33978 4.18241 0.3 -0.3 -0.4 0.270
C -3.22581 -3.52732 -1.14002 0.1 1.8 -1.5 -0.302
O -2.21150 -3.96800 -0.28590 0.8 -1.1 -0.1 -0.353
C -2.32980 -3.85445 1.03656 -0.8 1.1 0.6 0.905
O -3.22800 -3.28827 1.61213 -0.3 -0.2 -0.1 -0.589
O -1.25897 -4.33783 1.60500 1.2 -1.6 -0.7 -0.374
C -1.12092 -4.47104 3.01947 -0.6 0.2 0.6 -0.470
H -3.73008 -4.26976 -1.75932 -0.4 -0.7 1.1 0.345
H -2.74913 -2.98270 -1.97005 0.5 0.2 0.4 -0.213
H -3.84401 -2.76745 -0.66427 -0.5 -0.6 0.2 0.333
H -0.23002 -5.04626 3.26127 0.6 0.6 -0.6 0.267
H -1.86198 -5.10320 3.51453 -0.7 0.4 -0.5 0.327
H -1.15243 -3.45210 3.39867 0.2 -0.2 0.6 0.083
C 3.28090 -3.51556 1.95780 0.1 2.0 1.1 -0.496
O 3.60169 -4.25022 3.13798 -0.9 -1.4 -0.3 -0.389
C 4.17330 -3.65433 4.19015 2.2 0.7 -1.8 0.909
O 4.59297 -2.52003 4.14988 -0.6 0.1 0.8 -0.575
O 4.48463 -4.58075 5.06910 -0.9 -0.9 0.8 -0.347
C 5.48617 -4.29556 6.04718 0.4 0.7 0.0 -0.639
H 2.24338 -3.19144 2.02842 -0.2 -0.4 -0.3 -0.030
H 3.50710 -4.00245 1.01624 0.0 -0.7 0.4 0.358
H 3.84271 -2.57802 1.99771 0.2 -0.1 -0.2 0.420
H 5.20443 -3.50249 6.73893 -0.2 0.3 -0.3 0.285
H 6.37545 -4.02090 5.48272 0.2 0.1 0.4 0.304
H 5.67957 -5.15836 6.67702 -0.3 -0.4 -0.5 0.239
C -1.07688 -1.38626 7.48435 -0.8 -0.5 -0.4 -0.104
O -0.21682 -0.26289 7.36370 0.1 0.4 0.5 -0.358
C 0.47712 -0.02512 6.26811 -0.5 0.2 -1.3 0.693
O 0.94887 1.04311 5.99482 0.4 0.0 0.4 -0.583
O 0.48388 -1.07572 5.42548 -0.3 -1.4 0.3 -0.230
C 1.33183 -1.02963 4.30127 1.0 1.3 -1.0 -0.250
H -0.53750 -2.33016 7.46774 0.1 0.1 0.1 0.244
H -1.83576 -1.40291 6.69997 0.3 0.0 -0.3 -0.180
H -1.66559 -1.26486 8.39025 0.5 0.1 0.3 0.297
H 1.59177 -1.95667 3.79159 -0.5 -0.7 1.1 -0.146
H 2.27626 -0.56644 4.58490 0.0 0.1 -0.1 0.496
H 0.90869 -0.45912 3.46854 -0.3 0.4 0.4 0.062